# 1
63
Properties=species:S:1:pos:R:3:forces:R:3 method="wB97M-V/def2-TZVPD" smiles="Cc1cccc(C)c1NC(=O)NC1(C(=O)N2CCN3CCC[C@@H]3C2)CCCCC1" orbital_gap_ev=9.065 energy_ev=-34460.354 charge=0 e_above_lowest_kj_mol=0.00 multiplicity=1 lumo_ev=0.435
N 1.5076 0.6562 0.6036 0.27 0.38 0.03
H 1.8406 -1.5668 -1.3435 0.08 0.06 0.05
H 5.7312 0.4680 -0.7945 0.06 -0.02 0.03
H 3.8034 3.0128 1.3336 -0.04 -0.08 0.03
H 0.1346 -3.2381 -1.9899 -0.03 -0.03 -0.11
H -1.7625 2.5224 -1.0810 0.09 0.02 -0.06
H 1.4796 2.5432 1.4585 -0.01 -0.03 0.01
H 5.0944 1.1180 1.9632 -0.01 -0.06 0.08
H -6.7738 2.9745 0.7934 -0.07 0.06 0.02
H 0.7893 0.4029 -1.3521 0.09 0.16 0.07
H 0.7763 2.0636 -0.7240 -0.05 -0.04 -0.05
C 0.4613 -1.6020 0.3325 0.05 -0.07 0.56
H 2.6044 1.7514 -2.3769 0.02 -0.09 0.02
H -2.3258 3.9276 -0.1545 0.00 0.07 -0.06
H -4.4603 -1.8085 0.2252 0.03 -0.10 -0.01
C 3.4900 2.0859 0.8373 -0.04 -0.14 0.26
C -3.7444 0.8324 -0.2233 -0.25 0.22 0.20
H -1.5319 -3.5671 -0.0199 -0.10 -0.04 -0.03
C 0.9284 -3.5184 -1.2914 0.17 -0.08 0.23
H 0.7068 -2.9564 1.9797 -0.04 0.00 0.02
C 2.7167 1.3769 -1.3548 -0.26 0.07 -0.05
H 2.3367 -2.5705 0.0225 0.04 0.05 0.02
C 0.3859 -4.5178 -0.2755 -0.28 0.06 -0.20
N -2.6490 0.0296 -0.6202 -0.33 -0.07 -0.33
H 1.7240 -3.9800 -1.8803 -0.06 0.06 -0.09
O 1.5718 -0.8058 2.2936 0.00 -0.19 0.22
H -0.9446 -1.5941 -1.2090 -0.04 0.14 0.02
C -5.0047 0.2376 -0.1089 0.10 -0.04 0.01
C -3.5696 2.1978 0.0096 0.03 -0.05 -0.04
C 5.5638 1.3460 -0.1708 -0.01 0.00 -0.09
H 2.2723 1.2697 2.4217 -0.02 0.13 -0.12
C 4.8334 2.4557 -0.9668 0.16 0.11 -0.04
C 4.6103 1.0353 0.9929 -0.12 0.13 -0.02
O -1.3246 0.3771 1.2075 -0.08 -0.01 0.34
H -5.0260 -1.4694 -1.4171 0.00 -0.12 -0.05
H -1.5813 2.5463 0.6706 0.09 0.07 -0.04
C -5.1760 -1.2327 -0.3616 0.03 0.10 0.05
C 1.3366 1.1220 -0.7486 0.26 -0.13 -0.56
C 2.1425 1.6718 1.4164 0.21 0.16 0.29
C 1.2024 -0.5307 1.1664 -0.01 -0.20 -0.16
C -6.0879 1.0233 0.2511 0.01 0.03 -0.02
C -0.0999 -2.6465 1.3158 -0.07 0.02 -0.03
N -0.6206 -1.0170 -0.4472 0.10 -0.40 -0.16
H -0.0315 -5.3847 -0.7925 0.07 -0.05 0.03
H -1.0430 -4.5741 1.3382 -0.10 0.03 -0.02
H -4.5507 4.0058 0.5748 0.04 0.10 0.01
H -0.8588 -2.1599 1.9308 0.08 0.01 0.06
H 1.2037 -4.8656 0.3586 0.06 -0.07 0.03
C -2.2311 2.8448 -0.1515 0.02 0.02 0.11
C -0.6776 -3.8603 0.5978 0.26 -0.02 0.09
H -2.8605 -0.6572 -1.3290 0.13 0.06 0.09
N 3.4298 2.3901 -0.5925 -0.21 0.15 -0.01
H 4.1884 0.0333 0.9126 0.00 -0.06 0.04
C -4.6751 2.9498 0.3847 -0.03 -0.04 0.02
C -5.9248 2.3731 0.5049 -0.05 0.02 0.02
H 6.5330 1.6964 0.1788 0.07 -0.04 -0.03
H 3.2656 0.4217 -1.3957 -0.05 -0.05 -0.04
C -1.5287 -0.1752 0.1503 -0.04 -0.15 -0.35
H -6.1787 -1.5491 -0.0871 -0.05 -0.05 -0.03
H -7.0642 0.5700 0.3439 -0.08 -0.06 0.01
H 4.9497 2.3532 -2.0455 0.00 0.07 -0.02
C 1.4852 -2.2769 -0.5948 -0.16 0.05 -0.20
H 5.2082 3.4387 -0.6702 0.07 -0.02 -0.07

# 2
66
Properties=species:S:1:pos:R:3:forces:R:3 method="wB97M-V/def2-TZVPD" orbital_gap_ev="7.707 / 7.800" energy_ev=-55087.694 charge=+3 s_squared=6.005 e_above_lowest_kj_mol=0.00 multiplicity=5 lumo_ev="-8.703 / -8.620"
C -3.2132 0.5749 0.6761 -0.06 0.02 -0.07
H 0.5123 6.4069 1.9953 0.02 0.01 0.00
H 2.2166 -7.5198 0.1209 0.01 0.02 0.01
C 1.2254 -5.6379 0.2988 -0.09 0.22 -0.10
C -0.5979 4.0490 0.2373 -0.02 -0.02 0.05
H 2.0543 -4.3539 1.8076 -0.01 0.00 0.00
O -2.0787 2.2995 -0.5048 -0.02 -0.05 0.14
H -4.6743 -2.0947 0.1394 0.01 -0.02 0.01
H -3.4362 -1.8188 1.3974 0.00 -0.03 0.00
C -0.9124 -4.7088 -2.6818 -0.03 0.02 -0.05
C 0.4464 -5.6939 -0.8622 0.17 -0.09 0.24
C 1.4594 -4.3859 0.9031 0.00 -0.21 -0.01
H 4.9772 2.4245 1.5994 0.02 0.00 0.00
N 6.3824 1.5229 -0.4895 -0.03 0.00 0.00
C 4.2506 0.7696 -1.2877 -0.10 0.02 0.05
C -0.0905 -4.5645 -1.4306 0.02 0.43 0.08
H -2.6661 4.2915 -0.4277 0.02 0.02 0.00
H -6.3429 -0.2750 0.1144 -0.02 0.02 -0.01
C 0.9596 -3.2217 0.3822 -0.04 0.00 -0.21
H 1.7907 -2.1261 2.0406 0.02 -0.05 -0.03
C -3.1711 2.0640 0.4115 0.00 0.10 -0.02
H 4.6766 0.3568 -2.1915 0.02 0.00 0.00
H -1.9218 -4.3107 -2.5631 0.01 -0.02 0.02
C 2.9075 0.6760 -1.0639 0.08 0.01 -0.06
H -4.0887 2.4783 0.0022 0.03 -0.04 -0.06
H -1.4566 6.1125 -1.1374 -0.02 0.02 0.01
C -1.7833 3.6952 -0.6586 -0.05 -0.02 -0.05
H 2.5653 2.1938 1.8187 -0.02 -0.01 -0.01
N -0.2475 5.2935 0.4044 -0.06 0.03 0.00
C 1.2739 -1.9357 1.1024 -0.21 0.03 -0.03
C 1.7731 -6.8887 0.8922 -0.02 -0.08 0.02
H -1.5287 3.8629 -1.7068 0.00 -0.02 0.01
H -1.0138 -2.3310 -2.3336 0.04 0.00 -0.07
H 6.8409 1.1679 -1.3120 0.00 -0.01 0.00
C -4.3963 -1.5016 1.0091 -0.01 0.09 -0.02
C -5.6246 0.5297 0.2334 0.10 -0.07 0.02
N 2.2776 1.1714 0.0298 0.15 -0.04 -0.08
H -1.6722 6.8474 0.4767 0.00 0.03 -0.01
O -2.0932 0.0404 0.9752 -0.34 0.09 0.08
O -0.2028 -0.9335 -1.1481 -0.01 -0.46 -0.18
C 3.0637 1.7880 0.9451 0.03 0.03 -0.02
Pm -0.1097 0.8175 0.2080 0.38 0.12 0.05
H 6.9624 1.9703 0.2008 0.00 0.01 0.00
H 1.9051 -1.2821 0.4978 0.00 -0.01 -0.01
C 5.0655 1.4097 -0.3247 0.12 0.01 0.00
C 0.8696 5.6663 1.2819 -0.05 -0.02 -0.02
O 0.0109 3.0706 0.7686 -0.03 0.04 -0.06
H 2.2831 0.1741 -1.7993 0.01 0.01 0.02
C 4.4162 1.9232 0.8229 -0.09 -0.02 -0.02
H -2.9599 2.5448 1.3746 -0.04 0.03 -0.03
H -5.1630 -1.6074 1.7744 0.02 -0.03 0.01
H -1.0091 -5.7598 -2.9400 0.00 0.00 -0.02
H 0.9554 -7.4671 1.3335 0.03 0.02 0.00
H -5.5326 1.0470 -0.7180 -0.04 0.02 0.00
H -0.2180 7.1734 -0.4869 -0.02 0.02 0.01
C -0.3761 -2.1576 -1.4690 0.34 0.09 0.38
H 1.2307 4.7918 1.8096 0.01 0.01 0.00
C 0.1750 -3.2848 -0.8186 -0.24 -0.02 -0.24
H 0.3325 -1.4258 1.3722 0.00 -0.11 0.09
N -4.3344 -0.0847 0.6156 0.00 -0.04 0.17
H 1.6645 6.1012 0.6785 0.02 0.00 0.02
C -0.9562 6.4197 -0.2239 0.06 -0.09 0.00
H -5.9795 1.1994 1.0142 -0.02 0.01 -0.01
H 2.5098 -6.6937 1.6674 0.00 0.01 -0.01
H 0.2659 -6.6571 -1.3224 -0.01 0.00 0.00
H -0.4486 -4.2030 -3.5307 0.00 -0.03 0.00

> Look up the multiplicity of the first one.

1

> The highest multiplicity belongs to which entry?

C23H34N4O4Pm

> Among the records above, which one has the highest multiplicity?

C23H34N4O4Pm